A structure of composition C43H72CrN3O2P3Si, computed with ωB97M-V/def2-TZVPD.

XYZ file:
```
125
Properties=species:S:1:pos:R:3:forces:R:3
Cr 0.648 0.238 -0.111 0.208 1.039 -1.200
C 2.479 -3.208 -4.200 -0.037 -0.045 0.007
C 2.154 -2.742 -2.775 -0.037 0.095 -0.087
C 2.093 -3.976 -1.877 0.066 -0.083 -0.046
P 0.773 -1.448 -2.440 0.029 -0.555 0.161
C 0.493 -0.857 -4.207 -0.179 0.278 0.134
C 0.157 0.631 -4.378 -0.032 0.008 -0.068
C -0.495 -1.659 -5.054 -0.041 0.017 -0.036
C -0.664 -2.516 -1.920 -0.115 0.046 0.035
C -0.870 -3.674 -2.676 0.025 0.035 -0.013
C -1.848 -4.606 -2.373 0.000 -0.012 0.021
C -2.650 -4.398 -1.265 0.010 0.053 0.030
C -2.452 -3.263 -0.493 0.129 0.020 -0.039
C -1.485 -2.285 -0.781 -0.105 -0.120 -0.038
Si -1.392 -0.817 0.495 -0.181 -0.377 0.187
C -3.112 0.048 0.565 -0.179 0.091 -0.221
C -4.124 -0.481 -0.251 0.094 0.143 0.063
C -5.391 0.078 -0.330 0.073 -0.042 -0.003
C -5.679 1.220 0.393 -0.004 0.043 0.016
C -4.699 1.778 1.201 0.046 -0.102 0.008
C -3.424 1.216 1.319 0.010 -0.171 -0.076
P -2.149 1.915 2.463 0.079 -0.010 0.045
C -2.105 3.813 2.330 0.030 -0.032 -0.121
C -3.143 4.555 1.484 0.026 0.025 0.073
C -0.697 4.305 1.942 0.075 0.254 0.028
C -2.910 1.800 4.174 -0.100 -0.033 -0.116
C -2.967 0.351 4.644 0.045 -0.048 -0.059
C -4.260 2.476 4.411 0.030 0.003 0.034
C -1.265 -1.680 2.211 -0.024 -0.044 0.099
C -2.262 -2.446 2.838 0.079 0.119 0.006
C -2.062 -3.023 4.081 0.035 0.079 0.007
C -0.862 -2.816 4.759 -0.036 -0.013 -0.002
C 0.130 -2.051 4.173 0.006 0.043 0.054
C -0.063 -1.498 2.905 -0.150 0.108 -0.055
P 1.323 -0.707 2.002 0.094 -0.431 0.601
C 2.449 -2.212 1.935 0.067 0.027 -0.304
C 1.632 -3.498 1.765 0.067 -0.094 -0.021
C 3.496 -2.084 0.821 -0.032 -0.003 0.130
C 2.194 0.312 3.302 0.017 0.219 -0.143
C 3.238 1.220 2.634 -0.058 -0.086 0.040
C 1.232 1.158 4.133 0.035 -0.025 0.013
H 3.324 -3.903 -4.157 -0.023 0.010 0.002
H 2.768 -2.402 -4.874 -0.016 -0.018 0.010
H 1.645 -3.748 -4.655 0.056 0.033 0.026
H 3.022 -2.160 -2.443 0.077 0.014 -0.016
H 1.503 -4.768 -2.341 0.006 0.035 0.036
H 1.644 -3.769 -0.917 -0.089 0.035 0.266
H 3.101 -4.372 -1.707 -0.050 0.019 -0.026
H 1.493 -0.986 -4.615 0.111 -0.017 -0.113
H -0.902 0.814 -4.199 0.156 -0.060 -0.150
H 0.370 0.915 -5.413 0.043 -0.026 -0.006
H 0.730 1.288 -3.722 -0.052 -0.015 -0.040
H -1.467 -1.719 -4.560 0.041 0.037 -0.017
H -0.153 -2.667 -5.282 -0.010 -0.013 0.037
H -0.638 -1.141 -6.007 -0.002 -0.038 0.016
H -0.234 -3.866 -3.529 -0.043 0.024 0.005
H -1.972 -5.485 -2.992 -0.001 0.003 -0.011
H -3.424 -5.108 -1.002 0.009 -0.006 0.017
H -3.090 -3.129 0.372 0.019 0.005 -0.046
H -3.902 -1.331 -0.883 -0.024 0.050 0.019
H -6.139 -0.366 -0.977 0.037 0.016 -0.005
H -6.655 1.686 0.325 0.034 -0.012 0.019
H -4.941 2.674 1.746 -0.015 0.058 0.100
H -2.255 4.108 3.370 -0.018 0.015 0.088
H -3.231 4.134 0.482 -0.038 -0.003 0.001
H -2.844 5.603 1.380 0.000 -0.031 0.004
H -4.133 4.550 1.936 -0.021 -0.024 0.005
H -0.598 4.394 0.858 0.102 0.193 0.767
H 0.091 3.644 2.301 0.036 -0.063 0.083
H -0.519 5.299 2.363 -0.035 -0.033 0.034
H -2.156 2.323 4.775 0.044 0.022 0.035
H -3.640 -0.231 4.008 0.036 0.014 0.041
H -3.347 0.296 5.670 0.022 0.012 -0.052
H -1.984 -0.124 4.616 -0.063 -0.004 -0.034
H -5.056 1.947 3.886 0.002 0.003 -0.010
H -4.277 3.525 4.106 0.010 -0.037 -0.035
H -4.497 2.442 5.479 -0.006 0.019 -0.041
H -3.227 -2.570 2.356 0.052 0.000 0.018
H -2.848 -3.613 4.540 0.026 0.014 -0.020
H -0.705 -3.254 5.738 -0.011 0.015 -0.022
H 1.071 -1.912 4.700 -0.049 0.014 -0.034
H 2.960 -2.256 2.899 0.061 -0.004 0.055
H 0.824 -3.377 1.041 -0.002 -0.017 -0.113
H 1.165 -3.800 2.700 0.030 -0.023 -0.057
H 2.280 -4.310 1.428 -0.009 0.020 -0.020
H 3.002 -1.926 -0.139 -0.021 -0.045 -0.048
H 4.090 -3.000 0.741 -0.034 0.064 0.042
H 4.188 -1.256 0.999 -0.028 -0.001 -0.006
H 2.708 -0.396 3.955 0.049 0.009 0.071
H 2.749 1.876 1.906 -0.010 0.006 0.068
H 4.022 0.657 2.121 -0.049 0.000 0.002
H 3.722 1.859 3.377 -0.008 -0.050 -0.006
H 0.637 1.807 3.492 -0.038 0.048 -0.045
H 1.799 1.782 4.829 -0.023 -0.017 -0.016
H 0.534 0.549 4.707 0.020 0.001 -0.029
N 0.361 2.674 -0.780 -0.047 0.101 0.437
C -1.059 3.092 -0.736 0.028 -0.531 -0.718
C -1.882 2.576 -1.911 0.001 0.067 0.108
C -1.829 1.080 -2.174 0.423 -0.108 0.149
O -2.722 0.538 -2.809 0.015 0.036 0.017
O -0.732 0.509 -1.789 -0.422 -0.266 0.281
H 0.925 3.300 -0.214 -0.056 0.114 0.006
H 0.725 2.738 -1.723 0.061 -0.130 -0.037
H -1.148 4.180 -0.726 -0.113 -0.024 -0.198
H -1.493 2.717 0.188 0.036 -0.076 -0.117
H -1.545 3.056 -2.838 -0.013 0.005 -0.035
H -2.930 2.849 -1.774 0.002 0.098 -0.010
C 5.080 2.431 -1.830 0.030 0.081 0.033
C 4.182 1.591 -2.729 -0.040 -0.165 -0.078
C 4.836 0.235 -3.019 -0.030 -0.020 0.026
C 3.918 2.327 -4.034 -0.034 0.050 -0.146
N 2.853 1.439 -2.095 0.242 0.216 0.135
N 2.872 0.823 -0.812 -0.385 -0.040 0.058
H 5.989 2.709 -2.368 -0.054 -0.027 0.041
H 5.386 1.886 -0.933 -0.011 0.033 -0.021
H 4.565 3.348 -1.530 0.037 -0.050 -0.015
H 5.791 0.364 -3.534 -0.045 -0.002 0.039
H 4.185 -0.377 -3.652 0.053 0.034 0.016
H 5.040 -0.323 -2.098 0.014 0.004 -0.073
H 4.843 2.440 -4.605 -0.062 -0.006 0.026
H 3.504 3.318 -3.834 0.015 -0.069 -0.023
H 3.202 1.776 -4.652 0.050 0.040 0.033
H 2.280 0.825 -2.665 -0.107 0.010 -0.068
H 3.255 1.477 -0.142 0.016 0.122 -0.008
H 3.480 0.010 -0.819 0.041 -0.168 0.149
```
Positions in Å, forces in eV/Å.

Summary:
Calculated total energy   -4354.47620 a.u.
⟨S²⟩   6.07
Relative energy (zero: lowest compared OMol25 entry of this formula, charge and spin)   43.4 kcal per mole
Gap between HOMO and LUMO (alpha / beta)   7.07 / 6.93 eV
Multiplicity   5
Lowest unoccupied orbital energy (alpha / beta)   0.0105 / 0.0104 hartree

Atomic partial charges in e from the Löwdin method, atoms 1 to 4: 0.26 -0.12 -0.53 -0.13